# 1
ORCA calculation (ωB97M-V/def2-TZVPD) on C3H6N4O in the gas phase at a distorted geometry.

Last column: Löwdin charge in e.
CARTESIAN COORDINATES (ANGSTROEM)
C1 0.050485 -0.864200 0.375625  -0.48
C2 -0.391729 1.277555 -0.336691  -0.39
C3 -1.201010 0.867321 1.085530  0.00
H1 1.654904 -3.142969 -0.657443  0.05
H2 2.108117 -1.592005 -0.499780  0.08
H3 1.042494 0.229112 -1.320817  0.15
H4 -0.973423 3.111671 -0.752182  0.05
H5 -2.364678 0.714917 0.993832  0.15
H6 -0.972742 1.611865 1.815973  0.09
N1 1.359856 -2.220549 -0.815933  0.01
N2 0.324559 -2.035464 0.173065  0.04
N3 0.510399 0.241718 -0.438053  0.14
N4 -0.435236 2.304319 -1.056243  0.12
O1 -0.711996 -0.503291 1.433116  -0.01

Forces on the atoms, in the same order (eV/Å):
C 0.346 2.123 -0.818
C -1.158 -0.242 3.242
C -1.505 -1.352 -2.381
H 0.604 -1.338 0.047
H 0.108 -0.572 -0.409
H -0.476 -0.818 0.834
H -0.342 -0.648 0.093
H 2.318 0.744 -0.175
H 0.273 0.105 0.762
N -0.900 1.841 0.483
N 1.290 -2.962 -0.341
N -1.066 0.412 0.218
N 0.545 0.040 -0.238
O -0.038 2.668 -1.317

Summary:
Spin multiplicity: 1
Structure (SMILES): [H]/N=C1\CO/C(=N/N)N1
E_HOMO, Eh: -0.3237
LUMO level, eV: 0.8
M, g mol⁻¹: 114.11
Relative energy (zero: lowest compared OMol25 entry of this formula, charge and spin), kJ/mol: 266.4
Orbital gap, Ha: 0.35349

=====

# 2
ORCA calculation (ωB97M-V/def2-TZVPD) on a 16-piece molecular cluster, H32O16 overall at a distorted geometry.

Last column: Löwdin charge in e.
CARTESIAN COORDINATES (ANGSTROEM)
O1 1.390708 -2.175500 -1.546083  -0.02
H1 0.481708 -2.044500 -1.717083  0.00
H2 1.296708 -2.314500 -0.610083  0.02
O2 -1.862292 0.253500 -2.045083  -0.04
H3 -1.108292 0.384500 -1.467083  0.00
H4 -1.748292 0.762500 -2.860083  0.09
O3 -1.738292 3.104500 0.414917  -0.05
H5 -0.887292 3.296500 0.792917  0.00
H6 -1.485292 2.867500 -0.472083  -0.01
O4 -1.860292 0.356500 1.977917  -0.06
H7 -1.587292 0.711500 2.855917  0.09
H8 -2.767292 0.680500 1.961917  0.07
O5 0.022708 -0.020500 -0.118083  -0.04
H9 0.627708 0.727500 -0.350083  0.06
H10 -0.686292 0.331500 0.391917  0.00
O6 0.248708 2.660500 -1.653083  -0.02
H11 1.023708 2.932500 -1.224083  0.02
H12 0.537708 2.180500 -2.413083  -0.01
O7 -4.062292 0.155500 -0.346083  -0.02
H13 -3.285292 0.281500 -0.871083  -0.03
H14 -4.554292 0.905500 -0.583083  0.02
O8 1.355708 0.668500 -3.249083  -0.03
H15 1.731708 0.017500 -2.656083  0.00
H16 2.085708 1.023500 -3.720083  0.04
O9 0.920708 2.370500 1.196917  -0.05
H17 1.784708 1.976500 1.277917  0.00
H18 0.458708 1.945500 1.914917  0.01
O10 0.921708 0.146500 3.176917  -0.06
H19 0.251708 -0.431500 2.743917  0.00
H20 1.085708 -0.330500 4.004917  0.06
O11 -2.343292 -2.192500 0.902917  -0.03
H21 -2.453292 -1.239500 0.894917  0.00
H22 -2.066292 -2.406500 0.023917  -0.02
O12 -0.398292 -2.340500 2.607917  -0.04
H23 -0.813292 -2.200500 3.437917  0.04
H24 -1.086292 -2.188500 1.952917  -0.02
O13 2.007708 -1.817500 1.220917  -0.04
H25 1.833708 -1.029500 0.729917  -0.03
H26 1.243708 -1.970500 1.771917  -0.01
O14 3.428708 1.166500 0.828917  -0.04
H27 4.297708 0.847500 0.925917  0.03
H28 3.191708 0.721500 -0.019083  0.01
O15 3.210708 -0.265500 -1.464083  -0.06
H29 4.162708 -0.367500 -1.608083  0.09
H30 2.808708 -1.140500 -1.607083  0.03
O16 -1.603292 -2.456500 -1.572083  -0.04
H31 -2.218292 -3.017500 -2.091083  0.10
H32 -1.796292 -1.526500 -1.746083  0.01

Forces on the atoms, in the same order (eV/Å):
O 1.232 -0.266 -0.427
H -1.880 0.259 -1.167
H 0.795 -0.369 1.433
O -0.953 -0.048 -0.766
H 0.992 0.243 0.216
H 0.161 -0.171 0.366
O -0.898 0.025 0.269
H 0.653 0.173 0.396
H 0.138 -0.118 -0.711
O -0.045 0.686 1.546
H 0.261 -0.456 -0.871
H -0.315 0.072 -0.692
O 1.629 -0.250 -1.612
H -1.024 -0.414 0.578
H -0.777 0.922 1.317
O -2.159 0.056 -0.168
H 1.633 0.729 1.191
H 0.474 -0.820 -1.010
O 0.160 -1.439 1.147
H 1.097 -0.068 -0.793
H -1.392 1.604 -0.231
O -1.560 -0.063 -0.020
H 0.204 -0.101 0.218
H 1.062 0.390 -0.659
O -0.385 0.528 -0.301
H 1.117 -0.142 0.109
H -0.335 -0.270 0.497
O -0.952 -0.255 0.199
H 0.718 0.188 0.181
H 0.172 0.278 -0.285
O -0.506 0.264 1.539
H -0.346 0.159 0.115
H 0.376 -0.542 -1.303
O 1.643 -0.030 0.008
H -0.576 -0.033 1.174
H -1.007 -0.252 -0.879
O 1.027 -1.161 -0.379
H -0.291 0.983 -0.043
H -0.568 -0.092 0.450
O -1.593 0.295 -1.147
H 1.727 -0.433 0.794
H -0.113 0.279 0.524
O 0.886 0.107 -0.217
H -0.286 -0.005 -0.041
H -0.350 -0.389 0.273
O -0.065 -1.141 -0.589
H 0.558 0.758 0.389
H -0.339 0.328 -0.617

Summary:
Spin multiplicity: 1
E_HOMO, Eh: -0.3916
LUMO level, eV: 0.1
M, g mol⁻¹: 288.24
Relative energy (zero: lowest compared OMol25 entry of this formula, charge and spin), kJ/mol: 333.7
Orbital gap, Ha: 0.39481

=====

# 3
ORCA calculation (ωB97M-V/def2-TZVPD) on a 2-piece molecular cluster, C5H14 overall at a distorted geometry.

Last column: Löwdin charge in e.
CARTESIAN COORDINATES (ANGSTROEM)
C1 -1.556829 1.092125 0.286719  -0.17
C2 -1.080612 2.157717 -0.879555  -0.13
H1 -1.701548 1.707881 1.223537  0.09
H2 -2.365987 0.538959 -0.033732  0.03
H3 -0.783088 0.356146 0.477153  -0.04
H4 -0.956118 1.417356 -1.764203  0.10
H5 -0.603320 3.050633 -0.504702  0.05
H6 -2.138078 2.456875 -0.977203  0.04
C3 1.354649 -1.599897 -0.303181  -0.28
C4 1.929309 -0.218916 0.220410  -0.11
C5 0.006162 -1.765237 0.440726  -0.18
H7 1.126742 -1.730327 -1.384205  0.10
H8 1.954866 -2.438393 0.089494  0.09
H9 1.960789 -0.310112 1.306856  0.07
H10 -1.042826 -1.165001 0.092431  0.11
H11 -0.330121 -2.843151 0.525299  0.07
H12 0.105164 -1.388227 1.458470  0.05
H13 2.871405 0.031884 -0.205995  0.04
H14 1.249438 0.649692 -0.068320  0.07

Forces on the atoms, in the same order (eV/Å):
C 3.755 3.160 1.053
C -4.214 -3.740 0.735
H -0.343 -0.991 -0.887
H -2.133 -0.725 -0.577
H 0.005 0.794 0.321
H 1.035 2.256 1.033
H 1.169 -0.411 -0.561
H 0.422 0.795 -0.962
C -1.416 0.804 0.929
C -1.761 -0.248 -1.322
C -3.360 -0.351 -0.295
H 0.806 0.387 0.586
H 0.139 0.423 -0.557
H 0.251 0.279 -0.107
H 3.396 -2.112 0.219
H 0.501 1.060 -0.177
H 0.083 -0.191 0.187
H 0.994 0.019 -0.094
H 0.669 -1.209 0.477

Summary:
Spin multiplicity: 1
Structure (SMILES): CCC.CC
E_HOMO, Eh: -0.3865
LUMO level, eV: 1.1
M, g mol⁻¹: 74.17
Relative energy (zero: lowest compared OMol25 entry of this formula, charge and spin), kJ/mol: 223.2
Orbital gap, Ha: 0.42755

=====

Which of these has the highest M?
H32O16

=====

Among the records above, which one has the lowest orbital gap?
C3H6N4O

=====

What is the LUMO level in the first record?
0.8 eV

=====

LUMO level of number 1 (C3H6N4O)?
0.8 eV